The following is a DFT calculation (ωB97M-V with the def2-TZVPD basis set) of a cluster of 14 separate species, C33H75Cl12F3N6O14 in total at a distorted geometry.

Last column: Löwdin charge in e.
Atoms and positions in Å:
Cl (-1.9930, 4.5019, -5.2076)  0.592
Cl (-5.8490, -1.3424, -5.0029)  0.563
Cl (-2.7397, -4.6761, -0.9969)  0.578
Cl (-0.1321, 4.8552, -1.3925)  0.598
Cl (3.4846, 2.7163, 6.7349)  0.571
Cl (-3.2708, 0.6250, -4.7308)  0.553
Cl (5.5719, 0.0066, 6.8240)  0.506
Cl (-4.7786, -2.1533, -1.0615)  0.632
Cl (2.5498, 3.0635, -5.1948)  0.582
Cl (2.7847, -6.0200, -2.7717)  0.513
Cl (0.2288, -3.9782, -3.2597)  0.564
Cl (0.0087, 0.6809, -4.7817)  0.614
F (6.4378, 0.9346, -1.7848)  0.162
F (5.9772, -0.0626, -3.5198)  0.179
F (7.1015, -1.0100, -2.0703)  0.179
O (1.0994, 1.0009, 3.2502)  -0.195
O (-0.6199, -3.4224, 6.4930)  0.042
O (5.1108, -0.9445, -0.0614)  -0.081
O (2.1086, 6.0634, 2.9039)  0.093
O (3.5890, -0.4378, -1.6761)  0.133
O (0.9901, -1.9687, 1.0016)  0.021
O (-0.5247, -1.3179, 7.0514)  0.059
O (2.9939, -3.9776, 3.4392)  0.049
O (3.2970, 2.9092, -1.1028)  0.030
O (0.3792, -3.9285, 0.3785)  0.082
O (1.3334, 4.2343, 2.0714)  0.031
O (-0.8179, -0.4365, -0.6887)  -0.177
O (3.8754, 4.9082, -0.4099)  0.075
O (1.1649, -3.0606, 4.1418)  0.055
N (-1.0613, -2.2785, 6.4879)  -0.420
N (0.2236, -2.9099, 0.9926)  -0.418
N (1.6888, 0.6790, 0.3842)  0.087
N (1.7095, 4.9276, 2.9939)  -0.436
N (1.8665, -4.0096, 3.9658)  -0.419
N (3.8906, 3.9577, -1.2236)  -0.386
C (1.8129, -3.3351, -2.6794)  -0.610
C (-1.0598, 5.2709, -2.8331)  -0.649
C (0.4452, 1.4614, 0.0831)  -0.081
C (1.8944, 4.2095, 4.2924)  0.010
C (2.7415, 1.1430, 1.4223)  -0.041
C (-4.7273, -3.4156, -2.2536)  -0.702
C (3.8221, 1.7549, 8.2057)  -0.634
C (1.3528, -5.3324, 4.3701)  0.056
C (-1.4785, -1.0396, -1.8274)  -0.126
C (1.7510, 0.4058, -4.8084)  -0.620
C (4.6945, 4.1979, -2.4673)  0.044
C (0.6719, 0.2767, 4.3918)  -0.115
C (-3.9595, 2.1519, -1.2987)  -0.103
C (5.2705, -1.7127, 2.1981)  -0.047
C (2.4832, 0.6361, 2.8622)  -0.129
C (4.5777, -1.9188, 0.8376)  -0.228
C (-4.4359, -4.7042, -1.5582)  -0.636
C (2.5257, 1.5727, -4.1735)  -0.628
C (-2.3750, -2.1315, 5.8490)  0.042
C (-0.3295, 0.8677, -1.1328)  -0.158
C (-6.3222, 2.3972, -2.3412)  -0.239
C (-0.9899, 4.0785, -3.8415)  -0.712
C (4.1101, 0.2985, 7.8593)  -0.636
C (-4.9475, 2.9290, -2.1396)  -0.284
C (-0.9843, -2.8204, 1.8112)  0.051
C (-7.1333, 2.0932, -1.0754)  -0.181
C (-7.7851, -0.4001, -1.1946)  -0.157
C (-4.5960, -1.2088, -6.2806)  -0.613
C (4.8454, -0.9591, -1.4566)  -0.284
C (6.0319, -0.2578, -2.2195)  -0.589
C (2.9186, -4.2511, -3.2247)  -0.627
C (-8.2633, 0.9984, -1.3107)  -0.261
C (-3.2528, -0.9177, -5.6326)  -0.642
H (-2.8896, -1.2750, 6.2845)  0.105
H (4.2899, -0.1113, 8.8532)  0.076
H (2.1872, 1.8782, -3.1834)  0.034
H (1.9295, -0.5384, -4.2940)  0.041
H (-4.5071, -5.4991, -2.3006)  0.077
H (1.6428, 3.1652, 4.1075)  0.063
H (6.2857, -2.0964, 2.0971)  0.085
H (-6.3191, 1.5614, -3.0408)  0.097
H (-2.9572, 2.5784, -1.2614)  0.051
H (2.0947, 0.2140, -5.8249)  0.078
H (2.0070, -2.3443, -3.0903)  0.040
H (-2.1097, 5.3918, -2.5664)  0.065
H (-2.3753, -0.5208, -2.1661)  0.047
H (-6.8846, -0.5283, -1.7952)  0.022
H (2.1756, 0.5898, -0.4962)  0.102
H (-6.9043, 3.1356, -2.8926)  0.116
H (5.4767, 4.9201, -2.2334)  0.102
H (-7.4931, 3.0851, -0.8021)  0.106
H (-4.3074, 1.9566, -0.2843)  0.072
H (-0.1110, 1.5751, 1.0135)  0.134
H (-4.4545, 2.9301, -3.1117)  0.081
H (-5.6271, -3.3115, -2.8599)  0.051
H (-8.6932, 1.1260, -2.3042)  0.103
H (0.0191, 3.9140, -4.2194)  0.015
H (3.9330, -3.9173, -3.0065)  0.052
H (-9.0136, 1.2193, -0.5515)  0.101
H (3.6690, 0.7376, 1.0180)  0.110
H (1.3798, -0.2272, 0.7058)  0.093
H (-1.8150, -2.6715, 1.1214)  0.092
H (2.1429, -5.7817, 4.9718)  0.111
H (0.3848, 0.8387, -1.9556)  0.081
H (-6.6024, 1.7099, -0.2041)  0.095
H (4.7475, -2.3396, 2.9202)  0.060
H (-2.4375, -0.8643, -6.3540)  0.070
H (2.7247, 2.2320, 1.3802)  0.105
H (-1.8993, -1.9832, -1.4800)  0.018
H (-3.0340, -1.7316, -4.9413)  0.057
H (0.2681, -0.6997, 4.1241)  0.047
H (1.2974, -5.9402, 3.4670)  0.108
H (-3.9157, 1.1948, -1.8185)  0.041
H (4.8730, -1.9562, -1.8961)  0.174
H (-5.1736, -4.9721, -0.8018)  0.083
H (0.7894, 2.4775, -0.1096)  0.075
H (1.7857, -3.2198, -1.5958)  0.048
H (3.5785, 1.3878, -3.9605)  0.047
H (-3.9581, -3.1473, -2.9778)  0.049
H (1.2917, 0.2023, 5.2853)  0.088
H (3.5073, -1.8097, 1.0119)  0.086
H (-0.8054, -1.4853, -2.5598)  0.043
H (3.0015, 1.7600, 8.9231)  0.083
H (-1.3993, 3.1773, -3.3851)  0.027
H (-2.3202, -2.1793, 4.7615)  0.094
H (1.3075, 4.6888, 5.0759)  0.106
H (2.7725, -0.4111, 2.9505)  0.108
H (-4.9331, -0.4145, -6.9467)  0.073
H (3.0856, 1.1498, 3.6114)  0.121
H (-0.9533, -3.7807, 2.3260)  0.106
H (3.2389, -0.1231, 7.3579)  0.058
H (-1.0728, 1.5226, -1.5873)  0.094
H (-0.5606, 6.1380, -3.2655)  0.070
H (4.0366, 4.6079, -3.2336)  0.076
H (2.9913, -4.2455, -4.3122)  0.066
H (4.7693, -2.9558, 0.5619)  0.132
H (-0.7884, -2.0486, 2.5555)  0.081
H (0.3839, -5.2275, 4.8583)  0.091
H (-2.9405, -2.9781, 6.2384)  0.104
H (2.9686, 4.2524, 4.4722)  0.071
H (-4.4982, -2.1655, -6.7936)  0.080
H (-0.3037, 0.6281, 4.7276)  0.089
H (-5.0968, 3.9421, -1.7661)  0.112
H (5.2075, 3.3120, -2.8416)  0.087
H (4.6507, 2.2529, 8.7092)  0.072
H (5.2997, -0.6559, 2.4634)  0.077
H (-8.5551, -1.1609, -1.3228)  0.078
H (-7.4729, -0.6025, -0.1700)  0.063

The LUMO energy (alpha / beta) comes out at -2.414 / -5.820 eV. Its calculated total energy is -8505.3334 Eh. Its HOMO-LUMO gap (alpha / beta) is 9.6 / 6.2 eV. The total charge is +1. The calculation puts the HOMO energy (alpha / beta) at -11.9707 / -11.9707 eV. Its spin multiplicity is 2.